Entry 1:
Computed, not measured: a structure of composition C42H43BrCsFN11O5S2, with ωB97M-V with the def2-TZVPD basis set.

The geometry in ORCA input format:
```
! RIJCOSX wB97M-V def2-TZVPD def2/J DEFGRID3
* xyz 1 1
Cs 1.52 -0.96 -1.62
C 2.74 -5.90 -3.11
C 2.04 -4.57 -3.05
N 1.48 -4.14 -1.99
N 1.54 -4.89 -0.86
C 0.84 -4.56 0.26
N 1.09 -5.41 1.29
S -0.25 -3.32 0.40
C 1.97 -3.70 -4.26
C 2.93 -3.82 -5.26
C 2.83 -3.01 -6.38
C 1.79 -2.10 -6.46
C 0.91 -2.04 -5.39
N 0.98 -2.82 -4.32
H 3.65 -5.90 -2.51
H 3.01 -6.17 -4.13
H 2.08 -6.69 -2.74
H 2.02 -5.78 -0.87
H 1.99 -5.87 1.35
H 0.70 -5.12 2.17
H 3.76 -4.50 -5.17
H 3.57 -3.08 -7.17
H 1.68 -1.45 -7.31
H 0.08 -1.33 -5.40
C 1.78 1.05 6.21
C 2.76 1.80 5.32
N 2.37 1.80 3.92
C 2.95 0.90 3.07
C 2.65 0.72 1.76
C 3.53 -0.29 1.00
O 4.01 -1.21 1.69
O 3.71 -0.05 -0.21
C 1.56 1.47 1.19
O 1.07 1.31 0.07
C 0.98 2.50 2.09
C -0.02 3.33 1.59
C -0.61 4.25 2.41
F -1.62 5.03 1.93
C -0.24 4.41 3.74
C 0.76 3.59 4.24
C 1.38 2.62 3.43
N -0.87 5.35 4.60
C -1.70 4.89 5.68
C -3.18 5.03 5.35
N -3.44 6.47 5.02
C -2.60 6.95 3.86
C -1.13 6.70 4.18
H 2.11 1.08 7.25
H 1.71 0.01 5.89
H 0.78 1.48 6.15
H 3.74 1.34 5.38
H 2.89 2.84 5.66
H 3.72 0.27 3.50
H -0.34 3.20 0.57
H 1.06 3.74 5.27
H -1.48 5.45 6.60
H -1.49 3.84 5.89
H -3.83 4.76 6.18
H -3.44 4.45 4.47
H -3.24 7.04 5.84
H -4.43 6.61 4.81
H -2.81 8.01 3.71
H -2.92 6.38 2.99
H -0.81 7.40 4.96
H -0.55 6.93 3.29
C 0.56 1.61 -4.47
O -0.19 0.74 -3.64
C -1.54 0.79 -3.73
C -2.24 1.64 -4.56
C -3.64 1.59 -4.56
Br -4.59 2.78 -5.69
C -4.33 0.72 -3.77
C -3.62 -0.15 -2.92
C -2.23 -0.11 -2.89
O -1.48 -0.90 -2.11
C -4.31 -1.11 -2.07
N -3.70 -1.88 -1.19
C -4.68 -2.65 -0.61
C -4.58 -3.64 0.37
C -5.75 -4.26 0.78
C -6.99 -3.92 0.23
C -7.11 -2.94 -0.74
C -5.93 -2.32 -1.15
N -5.66 -1.32 -2.07
H 0.35 2.66 -4.22
H 0.35 1.44 -5.52
H 1.61 1.40 -4.27
H -1.73 2.34 -5.20
H -5.41 0.72 -3.79
H -2.08 -1.49 -1.58
H -3.61 -3.91 0.78
H -5.70 -5.04 1.53
H -7.88 -4.43 0.57
H -8.07 -2.67 -1.17
H -6.33 -0.90 -2.69
S 4.28 -0.60 -4.11
C 4.95 -1.47 -2.85
N 5.72 -0.80 -1.93
C 6.16 -1.35 -0.79
C 5.96 -2.67 -0.56
C 5.24 -3.35 -1.56
N 4.74 -2.80 -2.64
H 5.76 0.20 -2.05
H 6.64 -0.69 -0.08
H 6.27 -3.15 0.35
H 5.04 -4.41 -1.44
*
```

Calculated values
Energy above the lowest of the compared OMol25 structures with the same formula, charge and spin ... 69.5 kJ/mol
Orbital gap ... 6.02 eV

=====

Entry 2:
Computed, not measured: a structure of composition C42H43Cl2MoN4OPSi2Te at a distorted geometry, with ωB97M-V with the def2-TZVPD basis set.

The geometry in ORCA input format:
```
! RIJCOSX wB97M-V def2-TZVPD def2/J DEFGRID3
* xyz 0 3
Mo 0.28 -0.86 0.30
O 0.30 -1.94 -1.68
C 0.45 -0.72 -1.68
C 0.54 0.33 -2.67
C 1.11 0.26 -3.93
C 1.27 1.43 -4.65
C 0.82 2.64 -4.12
C 0.17 2.69 -2.89
C 0.02 1.53 -2.15
P -0.93 1.24 -0.53
C -2.41 0.45 -1.34
C -2.65 0.61 -2.71
C -3.76 0.04 -3.32
C -4.69 -0.66 -2.55
C -4.49 -0.77 -1.19
C -3.35 -0.26 -0.60
C -1.47 2.98 -0.26
C -2.77 3.37 -0.56
C -3.17 4.68 -0.34
C -2.28 5.61 0.19
C -0.99 5.22 0.51
C -0.59 3.91 0.29
H 1.45 -0.69 -4.32
H 1.74 1.41 -5.62
H 0.97 3.55 -4.68
H -0.23 3.63 -2.53
H -1.99 1.20 -3.33
H -3.90 0.15 -4.38
H -5.56 -1.10 -3.03
H -5.23 -1.26 -0.57
H -3.22 -0.40 0.46
H -3.48 2.66 -0.96
H -4.18 4.98 -0.58
H -2.60 6.63 0.36
H -0.29 5.93 0.93
H 0.42 3.61 0.57
C 2.73 2.60 -0.31
Si 3.52 0.91 -0.17
C 3.83 0.17 -1.88
C 5.21 1.24 0.58
C 2.43 -0.25 0.85
C 1.85 0.41 2.06
C 2.41 1.33 2.94
C 1.71 1.69 4.07
C 0.45 1.13 4.31
C -0.08 0.28 3.38
N 0.60 -0.05 2.27
Si 3.49 -1.72 1.44
C 4.39 -1.25 3.02
C 2.51 -3.26 1.87
C 4.77 -2.23 0.17
H 3.27 3.21 -1.04
H 2.76 3.13 0.65
H 1.70 2.53 -0.63
H 3.60 0.90 -2.66
H 3.23 -0.72 -2.07
H 4.88 -0.10 -1.98
H 5.84 1.73 -0.17
H 5.73 0.33 0.89
H 5.17 1.91 1.45
H 3.40 1.73 2.74
H 2.14 2.39 4.78
H -0.10 1.37 5.21
H -1.05 -0.16 3.50
H 3.71 -1.21 3.87
H 4.89 -0.27 2.94
H 5.16 -2.00 3.23
H 1.86 -3.11 2.73
H 3.22 -4.05 2.12
H 1.90 -3.61 1.03
H 5.63 -1.56 0.14
H 4.36 -2.30 -0.84
H 5.14 -3.23 0.45
Cl 2.81 -4.53 -2.09
C 1.90 -5.89 -1.41
Cl 0.43 -5.36 -0.57
H 2.53 -6.39 -0.69
H 1.61 -6.54 -2.22
Te -1.10 -2.68 1.70
C -2.71 -3.52 0.61
C -3.91 -3.68 1.31
C -5.01 -4.25 0.68
C -4.92 -4.66 -0.65
C -3.73 -4.49 -1.34
C -2.63 -3.91 -0.72
H -3.98 -3.38 2.34
H -5.94 -4.37 1.22
H -5.78 -5.09 -1.14
H -3.66 -4.79 -2.38
H -1.71 -3.78 -1.27
N -1.98 1.06 1.53
C -2.76 1.70 2.11
C -3.68 2.47 2.79
C -5.03 2.03 2.83
N -6.13 1.66 2.84
C -3.27 3.69 3.38
N -2.92 4.69 3.84
*
```

Calculated values
Energy above the lowest of the compared OMol25 structures with the same formula, charge and spin ... 139.3 kJ/mol
Orbital gap (alpha / beta) ... 6.40 / 5.99 eV

=====

Entry 3:
Computed, not measured: a structure of composition C42H43N4O2PrSi2 at a distorted geometry, with ωB97M-V with the def2-TZVPD basis set.

The geometry in ORCA input format:
```
! RIJCOSX wB97M-V def2-TZVPD def2/J DEFGRID3
* xyz 0 3
Pr 0.07 -0.34 0.09
O -7.04 -2.37 1.09
C -6.51 -1.38 1.58
O -6.85 -0.42 2.28
C -4.96 -1.31 1.27
C -4.50 -1.71 0.03
C -3.16 -1.50 -0.28
N -2.27 -1.08 0.68
C -2.74 -0.80 1.92
C -4.08 -0.80 2.23
C -1.77 -0.39 2.95
C -2.06 -0.58 4.30
C -1.21 -0.07 5.26
C -0.08 0.63 4.85
C 0.17 0.73 3.49
N -0.63 0.22 2.55
C -2.62 -1.75 -1.61
C -3.41 -2.26 -2.65
C -2.86 -2.49 -3.89
C -1.51 -2.18 -4.09
C -0.80 -1.67 -3.03
N -1.31 -1.47 -1.82
H -5.19 -2.16 -0.66
H -4.46 -0.40 3.16
H -2.95 -1.13 4.59
H -1.42 -0.20 6.31
H 0.61 1.06 5.55
H 1.05 1.24 3.13
H -4.46 -2.49 -2.48
H -3.46 -2.90 -4.69
H -1.04 -2.33 -5.05
H 0.25 -1.40 -3.16
C 2.77 1.66 1.14
Si 3.42 -0.12 1.42
C 5.30 0.07 1.29
C 3.09 -0.74 3.18
C 2.54 -1.26 0.23
C 2.06 -2.51 0.86
C 2.82 -3.68 1.02
C 2.25 -4.80 1.59
C 0.93 -4.75 2.03
C 0.24 -3.57 1.86
N 0.78 -2.48 1.29
Si 3.33 -1.55 -1.44
C 2.99 0.04 -2.43
C 5.19 -1.88 -1.64
C 2.40 -3.01 -2.22
H 2.92 2.30 2.01
H 1.70 1.69 0.87
H 3.30 2.12 0.30
H 5.67 0.70 2.10
H 5.58 0.55 0.34
H 5.81 -0.89 1.34
H 3.29 0.03 3.94
H 3.74 -1.59 3.39
H 2.06 -1.08 3.31
H 3.85 -3.69 0.68
H 2.83 -5.71 1.71
H 0.45 -5.60 2.49
H -0.79 -3.48 2.18
H 3.84 0.73 -2.37
H 2.12 0.56 -2.02
H 2.81 -0.16 -3.49
H 5.77 -1.01 -1.35
H 5.41 -2.10 -2.69
H 5.54 -2.73 -1.04
H 1.38 -3.07 -1.84
H 2.88 -3.96 -1.97
H 2.36 -2.94 -3.31
C -0.24 6.46 -3.63
C 0.60 5.57 -4.28
C 0.68 4.26 -3.85
C -0.07 3.79 -2.77
C -0.93 4.70 -2.14
C -1.01 6.01 -2.57
C 0.17 2.41 -2.31
C -0.33 1.71 -1.29
C -1.46 2.15 -0.44
C -2.77 1.88 -0.87
C -3.85 2.10 -0.04
C -3.67 2.61 1.24
C -2.39 2.91 1.67
C -1.30 2.68 0.85
H -0.30 7.50 -3.95
H 1.20 5.91 -5.12
H 1.35 3.57 -4.36
H -1.54 4.37 -1.31
H -1.68 6.70 -2.06
H 0.94 1.93 -2.92
H -2.92 1.49 -1.87
H -4.86 1.87 -0.39
H -4.52 2.76 1.89
H -2.24 3.33 2.66
H -0.30 2.95 1.19
*
```

Calculated values
Orbital gap (alpha / beta) ... 6.79 / 6.79 eV

=====

Entry 4:
Computed, not measured: a structure of composition C42H44AsFN6O2PbS4SbSi at a distorted geometry, with ωB97M-V with the def2-TZVPD basis set.

The geometry in ORCA input format:
```
! RIJCOSX wB97M-V def2-TZVPD def2/J DEFGRID3
* xyz -2 2
Pb 1.69 -0.46 -1.60
S 6.17 -0.04 -4.15
Sb 4.21 -1.24 -3.96
S 4.03 -1.77 -1.61
S 2.37 0.34 -4.01
C 0.81 -3.52 3.70
Si 0.84 -1.66 3.26
C 0.93 -0.85 4.97
C 2.49 -1.20 2.47
N -0.32 -1.24 2.15
C -1.65 -1.36 2.08
C -2.51 -1.67 3.17
C -3.89 -1.77 3.04
C -4.51 -1.59 1.81
C -3.71 -1.32 0.70
C -2.35 -1.21 0.84
F -1.63 -0.99 -0.30
H 1.64 -3.81 4.35
H 0.84 -4.12 2.78
H -0.13 -3.77 4.22
H 1.74 -1.29 5.56
H 0.00 -0.94 5.53
H 1.15 0.22 4.84
H 3.36 -1.42 3.10
H 2.48 -0.12 2.27
H 2.62 -1.71 1.51
H -2.04 -1.83 4.13
H -4.50 -2.01 3.91
H -5.59 -1.67 1.71
H -4.14 -1.19 -0.29
N -0.10 4.36 6.73
C -0.08 4.11 5.34
C -1.11 3.38 4.75
C -1.09 3.13 3.39
C -0.05 3.61 2.61
C 0.96 4.38 3.18
C 0.94 4.63 4.55
S -0.19 3.35 0.84
O -0.01 4.66 0.25
O -1.49 2.75 0.70
N 0.82 2.28 0.16
C 2.13 2.42 0.13
N 2.86 1.50 -0.63
C 4.18 1.63 -0.67
C 4.87 2.62 0.00
C 4.09 3.47 0.76
N 2.78 3.39 0.83
H -0.62 3.67 7.25
H 0.82 4.49 7.12
H -1.91 2.99 5.36
H -1.89 2.57 2.92
H 1.73 4.78 2.55
H 1.73 5.21 5.01
H 4.70 0.89 -1.27
H 5.95 2.70 -0.07
H 4.55 4.26 1.36
C -0.64 0.38 -7.53
C -0.89 1.65 -7.02
C -1.16 1.81 -5.66
C -1.18 0.72 -4.80
C -0.91 -0.54 -5.33
C -0.66 -0.72 -6.68
As -1.49 0.86 -2.83
C -2.56 2.49 -2.97
C -2.08 3.79 -3.01
C -2.98 4.85 -3.03
C -4.35 4.61 -3.00
C -4.82 3.30 -2.98
C -3.93 2.24 -2.97
C -4.30 0.81 -2.99
C -5.59 0.29 -3.07
C -5.79 -1.07 -3.17
C -4.70 -1.94 -3.18
C -3.41 -1.44 -3.07
C -3.21 -0.07 -2.98
H -0.43 0.25 -8.59
H -0.87 2.51 -7.67
H -1.35 2.81 -5.28
H -0.89 -1.40 -4.67
H -0.47 -1.71 -7.07
H -1.02 3.98 -2.98
H -2.61 5.87 -3.04
H -5.04 5.44 -3.00
H -5.89 3.12 -2.96
H -6.44 0.96 -3.06
H -6.80 -1.47 -3.23
H -4.86 -3.01 -3.27
H -2.57 -2.12 -3.04
C 4.58 -5.65 -0.28
C 3.77 -5.17 0.94
C 4.63 -4.20 1.76
C 3.33 -6.36 1.80
C 2.54 -4.51 0.44
N 1.53 -4.18 -0.01
H 5.51 -6.10 0.06
H 4.80 -4.82 -0.94
H 4.01 -6.40 -0.84
H 5.54 -4.72 2.08
H 4.09 -3.84 2.63
H 4.91 -3.34 1.15
H 4.21 -6.90 2.16
H 2.71 -7.05 1.21
H 2.75 -6.03 2.66
*
```

Calculated values
Energy above the lowest of the compared OMol25 structures with the same formula, charge and spin ... 87.0 kJ/mol
Orbital gap (alpha / beta) ... 5.32 / 3.24 eV